No. 1
C48H96O20 | the ωB97M-V functional and the def2-TZVPD basis

Summary:
Charge: +1
HOMO energy (spin up / spin down) in eV: -11.42 / -11.42
HOMO-LUMO gap (spin up / spin down) in eV: 9.226 / 3.228
<S²>: 0.75
Multiplicity: 2
LUMO energy (spin up / spin down) in eV: -2.195 / -8.193
Maximum force in eV/A: 4.90

Each line ends with the Löwdin spin population.
Positions of all 164 atoms, in Å:
H 11.180 9.903 16.514  0.0000
C 14.714 12.766 8.765  0.0000
H 21.426 2.926 15.437  0.0000
H 17.257 12.175 19.713  0.0001
H 10.156 11.413 18.423  0.0000
H 18.201 16.712 9.361  0.0000
H 11.257 10.498 19.487  0.0000
H 14.982 11.578 19.027  0.0000
H 21.364 14.244 9.880  0.0000
O 20.753 7.653 14.605  0.0000
H 8.206 6.385 18.892  0.0000
H 16.639 7.506 17.409  0.0000
H 17.055 13.366 12.170  -0.0007
H 9.448 5.414 17.144  0.0000
O 15.475 16.603 12.112  0.0001
H 21.273 5.019 17.034  0.0000
O 12.036 11.436 11.277  0.0000
C 17.081 12.278 12.221  0.0159
H 19.574 9.390 14.591  -0.0004
H 17.700 7.334 14.645  0.0001
H 19.036 11.703 13.130  0.0217
H 19.673 3.016 15.280  0.0000
H 16.529 15.169 14.395  0.0000
H 19.334 14.323 14.521  0.0003
C 22.169 15.920 15.204  0.0000
O 14.169 9.961 16.105  0.0050
C 8.731 7.039 18.196  0.0000
H 20.913 16.445 13.524  0.0000
H 13.188 6.075 14.181  0.0000
O 11.951 7.378 15.197  0.0000
H 17.752 12.283 14.257  0.0638
O 10.132 6.277 14.346  0.0000
C 19.446 14.653 10.788  0.0003
O 22.083 14.795 16.079  0.0000
C 12.021 12.139 12.539  0.0000
C 16.884 13.405 16.953  0.0039
H 20.298 2.400 16.668  0.0000
O 15.628 5.044 9.907  0.0001
C 20.737 15.067 10.225  0.0000
C 16.152 8.478 17.487  -0.0001
C 16.654 12.969 19.273  0.0005
C 16.558 9.406 8.815  0.0001
H 19.175 17.813 10.302  0.0000
H 15.256 13.754 6.978  0.0000
H 19.330 15.796 15.435  0.0000
H 12.677 12.981 12.319  0.0000
H 17.365 4.487 16.182  0.0000
C 15.411 12.457 18.546  0.0001
H 21.245 9.454 13.902  0.0000
C 10.893 11.813 10.556  0.0000
C 17.116 8.312 9.740  0.0012
C 10.531 12.529 12.779  0.0000
C 16.356 17.466 12.737  0.0000
H 20.339 14.423 17.162  0.0000
C 15.747 13.299 7.838  0.0000
H 15.435 17.870 14.735  0.0000
H 14.634 4.249 11.526  0.0000
H 15.061 15.690 15.234  0.0000
H 19.569 14.078 11.706  0.0002
H 15.032 12.003 9.476  0.0000
H 10.326 13.599 12.779  0.0000
H 12.471 11.499 13.298  0.0000
H 15.505 4.248 13.854  0.0000
H 21.124 16.925 9.126  0.0000
O 18.804 15.871 11.025  0.0002
H 21.361 15.498 11.009  0.0000
O 17.449 10.499 13.710  0.5794
C 20.472 4.664 16.385  0.0000
H 20.817 13.188 15.973  0.0000
H 17.386 17.251 12.453  0.0000
O 20.472 5.626 15.302  0.0000
H 17.034 17.343 14.848  0.0000
O 16.213 6.204 15.629  0.0010
H 15.262 12.137 16.372  0.0000
H 21.519 14.864 13.489  0.0000
C 16.138 17.197 14.245  0.0000
H 18.194 8.187 9.639  0.0001
C 17.243 5.602 13.556  0.0000
H 16.945 5.797 12.525  0.0000
C 16.466 4.762 15.631  0.0000
O 14.738 8.459 17.652  0.0000
H 13.881 13.867 10.427  0.0000
H 14.639 13.226 18.503  0.0000
H 22.003 16.845 15.757  0.0000
C 19.103 16.778 9.968  0.0000
H 16.330 14.303 16.680  0.0007
H 16.805 10.363 9.275  0.0000
H 10.526 11.059 9.860  0.0000
C 20.605 9.049 14.686  -0.0002
H 16.757 9.238 7.757  0.0001
H 16.731 11.361 17.124  0.0002
O 12.713 9.290 17.743  0.0005
H 15.439 15.814 9.532  0.0000
H 20.140 15.864 8.269  0.0000
C 14.339 14.064 9.457  0.0000
C 11.710 10.277 17.390  0.0000
C 20.785 14.257 16.181  0.0000
C 21.109 15.599 14.183  0.0001
C 9.087 6.396 16.834  0.0000
H 17.113 3.467 14.003  0.0000
H 10.136 12.093 13.697  0.0000
H 23.178 15.862 14.796  0.0000
C 16.543 4.382 14.159  0.0000
H 15.605 4.218 16.019  0.0000
H 14.612 14.678 12.793  0.0000
H 8.934 12.406 11.257  0.0000
H 17.604 13.123 16.185  0.0025
H 17.410 11.805 11.296  0.0026
H 15.546 10.132 14.051  0.0413
H 16.430 13.624 20.115  0.0002
H 21.044 9.455 15.597  0.0000
H 14.999 11.692 11.760  -0.0005
O 10.210 7.166 16.409  0.0000
C 9.803 11.863 11.630  0.0000
C 15.652 15.813 14.326  0.0001
H 13.705 4.317 9.944  0.0000
O 20.017 7.411 16.737  0.0000
H 8.191 6.339 16.217  0.0000
C 14.658 4.139 10.442  0.0000
C 15.731 11.664 12.567  0.0063
H 18.321 5.493 13.674  0.0000
C 20.507 3.199 15.956  0.0000
C 10.703 6.891 15.259  0.0000
C 10.707 10.480 18.546  0.0000
H 13.778 7.747 14.480  0.0000
H 9.969 9.679 18.591  0.0000
O 15.030 6.834 11.151  0.0016
H 16.192 7.564 13.962  0.0001
H 16.426 9.020 16.582  -0.0001
C 20.357 6.941 15.621  0.0000
C 14.798 15.728 13.021  0.0001
H 13.847 12.379 8.230  0.0000
C 20.360 16.166 9.294  0.0000
H 15.077 3.137 10.349  0.0000
H 16.093 18.508 12.553  0.0000
C 12.917 7.130 14.223  0.0000
H 8.104 7.929 18.148  0.0000
H 9.454 10.881 11.949  0.0000
O 17.483 13.610 18.264  0.0050
C 17.970 11.711 13.356  0.1053
C 19.989 15.020 15.043  0.0004
H 19.545 4.774 16.947  0.0000
H 17.010 8.673 10.763  0.0008
H 16.095 9.411 12.550  0.0432
H 12.178 11.244 17.206  0.0000
H 18.841 13.984 10.177  0.0000
H 9.617 7.344 18.753  0.0000
H 13.686 14.598 8.767  0.0000
O 16.642 6.997 9.499  0.0005
H 13.803 16.162 13.111  0.0000
C 16.149 10.312 13.161  0.0915
C 15.692 6.360 10.211  0.0000
H 12.523 7.502 13.277  0.0000
H 15.470 9.353 8.821  0.0000
C 16.010 12.177 17.164  0.0002
O 16.423 14.348 8.529  0.0000
H 16.169 14.626 10.547  0.0000
C 16.789 6.778 14.422  0.0003
C 13.883 9.296 17.107  0.0003
H 11.053 12.762 10.044  0.0000
H 15.327 12.191 13.431  0.0033
H 16.687 9.157 18.149  0.0000
H 16.415 12.502 7.510  0.0000
C 15.635 14.745 9.604  0.0000

---

No. 2
C48H96O48 | the ωB97M-V functional and the def2-TZVPD basis

Summary:
Charge: 0
HOMO energy in eV: -10.60
HOMO-LUMO gap in eV: 11.113
Multiplicity: 1
LUMO energy in eV: 0.513
Energy above the lowest of the compared OMol25 structures with the same formula, charge and spin in kcal/mol: 15.34
Maximum force in eV/A: 2.33

Each line ends with the Löwdin charge.
Positions of all 192 atoms, in Å:
C 5.696 1.265 3.700  -0.0356
C 4.056 -3.485 2.921  -0.5995
O 0.826 0.689 4.899  0.0090
C -0.255 -3.143 3.168  -0.0179
H -5.177 2.369 -6.771  0.0989
O 0.796 0.733 -0.532  0.0313
H 2.258 4.685 -4.545  0.0979
C 5.764 -3.647 4.521  -0.0552
O -3.766 -2.604 2.494  0.1272
H 6.353 1.145 -0.958  0.0743
O 1.731 6.720 -1.874  0.0010
H 6.255 1.217 4.632  0.0952
H -0.404 4.447 2.455  0.0895
C -1.589 0.394 -3.599  -0.0391
H -1.594 -0.762 2.039  0.0610
O -3.568 2.851 4.881  0.1709
H -1.484 -0.561 -3.079  0.0862
C 0.546 6.145 -1.954  -0.6225
H 2.085 -2.358 -6.230  0.1018
C -4.089 3.635 1.108  -0.6436
H 0.180 -4.145 3.217  0.1063
H -0.348 -2.077 8.252  0.1013
H 5.141 -4.371 5.061  0.0973
C -0.896 -1.481 7.519  -0.0361
H 4.561 2.501 -1.508  0.0914
C -2.461 0.307 4.315  -0.0429
C 4.218 -2.653 -2.674  -0.0362
H 3.983 2.979 0.069  0.0877
H 3.285 -2.594 -3.241  0.0816
H -1.957 -1.729 7.525  0.0954
O -7.347 -3.622 1.676  0.0076
C -3.097 -4.464 -0.684  -0.0189
H 8.092 0.691 -1.053  0.0953
O 5.467 -3.608 -4.874  0.1296
H -4.567 -1.281 -0.016  0.0779
C 7.103 0.401 -0.707  -0.0128
C 5.784 7.416 -1.321  -0.0372
O 5.063 1.036 1.018  0.1136
O -4.936 4.199 1.727  0.1479
C -3.845 -2.701 -4.129  -0.0291
O 3.210 -3.234 3.739  0.1354
O 3.955 4.511 -1.416  0.0087
H 3.189 0.572 7.790  0.1009
H -4.429 -3.248 -4.868  0.1026
C -0.584 1.928 -8.207  -0.0209
H -3.566 -6.551 3.998  0.0979
H -9.157 -2.759 2.243  0.0971
H 2.506 -3.101 0.076  0.0732
C -0.640 -2.524 5.418  -0.6276
C 2.146 3.631 -4.784  -0.0357
H -0.744 -2.648 -1.697  0.0786
H -4.075 -4.082 -0.403  0.0816
C -4.199 2.046 -7.126  -0.0574
H 5.339 7.800 -0.401  0.1005
O -0.501 6.725 -2.017  0.1292
H -3.616 2.964 -7.233  0.0968
H -9.085 -4.475 2.333  0.0946
H 3.033 3.396 -5.378  0.0986
C -5.470 -1.691 -0.470  -0.0467
C 1.113 -1.890 -6.393  -0.0238
C 0.074 -0.146 0.120  -0.6203
H -5.208 1.475 2.256  0.1007
H 1.731 -0.403 3.401  0.1029
O 0.914 3.351 -5.418  0.0124
H -0.560 0.617 -3.894  0.0956
O -7.313 -1.395 1.589  0.1362
H -2.821 0.219 1.410  0.0843
H -6.067 2.306 0.891  0.1046
H 2.348 -2.138 1.524  0.0796
C 6.187 -6.182 -4.979  -0.0620
H 5.712 -2.719 5.085  0.0949
C -3.838 -5.571 4.358  -0.0011
H 2.027 1.312 8.848  0.0917
H 7.161 -5.741 -5.223  0.0982
O 1.442 1.179 6.874  0.0050
H 0.829 -2.154 -7.409  0.0976
H 2.920 2.363 7.710  0.0995
H -1.327 4.531 -1.594  0.0819
H -2.648 -5.106 0.065  0.1024
C -5.267 1.627 1.178  -0.0027
H -5.366 0.650 0.720  0.0562
H 4.836 0.605 3.806  0.0745
H 4.897 -1.966 -3.183  0.0983
C -3.142 1.319 -5.123  -0.6003
C 0.915 2.607 -6.514  -0.6390
C 2.461 1.384 7.854  -0.0298
H -3.371 0.006 3.795  0.0833
O 3.914 -3.503 1.593  0.0257
O -0.228 -3.264 -3.578  0.0265
H 6.441 -7.221 -4.792  0.0935
H 0.054 0.206 3.057  0.0669
H -4.868 -5.459 4.697  0.0950
O 1.765 1.830 -6.838  0.1326
H -4.362 -1.755 -3.969  0.0890
C -1.981 -0.392 1.091  -0.0531
H -0.139 -4.288 -1.754  0.1080
O 6.548 0.736 2.689  0.0111
O 0.096 -2.391 4.324  -0.0010
H 2.818 2.905 -1.136  0.0753
C -5.368 -1.928 4.536  0.0000
O -3.675 -3.445 -2.927  -0.0462
H 5.598 -6.061 -5.886  0.0978
O -1.114 0.403 0.326  0.0336
H 1.870 0.733 -2.219  0.0931
O 2.995 1.174 5.231  0.1291
O 1.062 -1.446 -3.731  0.1089
O -1.943 1.559 3.960  -0.0120
C 2.620 -3.125 1.155  -0.0507
O 5.610 -5.606 -3.832  0.0146
H 6.900 -0.581 -1.128  0.0910
O -3.283 2.347 -4.513  0.1437
C -6.930 -2.452 1.196  -0.6394
H 1.222 8.572 -2.604  0.0994
H 6.778 -4.029 4.609  0.0930
H 5.370 2.296 3.574  0.1021
H -1.848 5.559 1.560  0.0730
H -8.208 -3.520 3.559  0.0928
C -4.026 -3.437 3.313  -0.6591
H -1.333 -3.310 3.160  0.0754
C -0.428 3.958 -1.821  -0.0079
O 4.968 6.319 -1.750  -0.0167
O 0.684 4.843 -1.759  -0.0011
C -2.579 2.692 4.245  -0.6005
O -3.234 -5.325 -4.065  0.1749
O 0.340 -1.272 0.441  0.1088
H -0.588 0.901 -7.840  0.0987
O -0.214 -1.642 6.293  0.0087
H -3.533 6.127 1.208  0.1030
H -2.342 -1.280 0.573  0.0887
C -0.808 3.530 2.861  -0.0477
H -0.317 3.317 -0.944  0.0897
H -5.128 -2.020 -1.453  0.0824
C 0.415 -2.314 -4.241  -0.6451
C 3.865 3.169 -1.002  -0.0555
H -1.580 2.129 -8.593  0.0822
H -0.067 2.939 3.405  0.0806
H 2.915 0.604 -0.864  0.0807
H 0.063 -2.644 2.260  0.0640
O -3.605 -4.670 3.256  0.0160
C 1.807 8.129 -1.804  -0.0309
H -3.250 -5.213 5.205  0.0882
H 2.252 3.013 -3.893  0.0865
C 4.965 5.240 -0.964  -0.6314
H -2.514 0.127 5.390  0.1109
O -4.097 2.358 0.755  -0.0077
H -1.902 1.131 -2.860  0.0961
H 1.992 -0.807 -1.319  0.0704
O 5.703 5.025 -0.061  0.1579
O 7.160 0.260 0.715  0.0105
C -3.368 -4.747 -3.052  -0.6375
O 5.352 -3.673 3.172  0.0113
H 1.218 -0.806 -6.367  0.0814
H 1.855 -3.809 1.528  0.0865
C -0.012 -3.294 -2.181  -0.0304
O -4.728 -3.197 4.407  -0.0161
H -0.569 3.334 -2.699  0.0879
H -5.742 -1.590 3.573  0.0851
C 1.942 0.275 -1.232  -0.0227
C 1.009 0.402 3.529  -0.0343
H -4.703 -1.169 4.949  0.0806
H 1.538 8.524 -0.823  0.1021
H -2.456 -3.605 -0.865  0.0674
H -6.171 -0.892 -0.717  0.1032
H -0.966 2.869 1.998  0.0967
H -2.873 -2.438 -4.548  0.0878
O -0.249 2.768 -7.107  0.0084
O 0.141 -2.464 -5.524  0.0254
O -6.033 -2.740 0.276  0.0167
O -1.567 -3.276 5.533  0.1354
C 1.871 1.020 5.633  -0.6133
O -3.234 -5.290 -1.849  0.0180
C 5.297 -4.313 -3.915  -0.6115
C -8.492 -3.579 2.511  -0.0389
H -2.311 6.034 -0.020  0.0844
H -6.136 -2.091 5.286  0.1021
C -2.689 5.528 0.873  -0.0279
H 6.827 7.130 -1.219  0.0954
H -4.299 1.656 -8.135  0.0938
H 5.684 8.199 -2.069  0.0891
H 3.979 -2.301 -1.677  0.0793
H -0.850 -0.446 7.857  0.0925
H -1.749 -0.462 4.012  0.0704
O -3.540 1.069 -6.360  0.0046
H 1.387 1.273 2.980  0.1045
C 6.145 0.723 1.430  -0.6170
O 4.797 -3.943 -2.740  0.0176
O -3.017 4.188 0.561  -0.0018
H 0.120 2.112 -9.018  0.1021
O -2.417 0.272 -4.724  -0.0019
H 2.860 8.384 -1.904  0.0814
O -1.970 3.712 3.639  0.0234
H 1.004 -3.016 -1.904  0.0767

---

Among the records above, which one has the highest charge? C48H96O20

---

What is the formula in the first record? C48H96O20

---

The lowest charge belongs to which entry? C48H96O48